144
Properties=species:S:1:pos:R:3:forces:R:3 method="wB97M-V/def2-TZVPD" homo_ev=-1.76 energy_ha=-3069.5656 charge=-2 lumo_energy_ev=3.98 de_lowest_kcal_mol=82.4 max_force_ev_per_a=5.9
Ba 0.142 0.080 -0.599 -4.51 1.22 3.68
C -3.545 7.062 -1.219 0.07 0.04 0.18
C -2.839 7.118 0.145 -0.05 0.14 0.01
C -1.958 8.376 0.160 -0.13 -0.23 0.01
C -3.896 7.273 1.252 0.13 0.01 -0.20
C -2.030 5.841 0.354 -0.05 0.14 0.01
C -2.596 4.583 0.173 0.06 0.14 0.05
C -1.859 3.426 0.313 0.18 -0.14 -0.21
C -2.567 2.105 0.203 0.20 -0.10 0.08
N -3.307 1.829 1.431 0.25 -0.47 -0.19
C -2.543 1.805 2.653 0.02 0.04 0.28
C -1.322 0.870 2.867 -0.05 0.13 0.06
N -1.394 -0.497 2.382 -0.14 0.14 0.14
C -2.661 -1.174 2.595 -0.12 -0.17 -0.28
C -3.089 -1.937 1.340 0.00 0.11 0.21
N -3.344 -1.066 0.213 -0.03 0.03 0.01
C -4.514 -0.219 0.371 -0.02 0.16 0.08
C -4.487 1.021 1.309 -0.27 -0.04 -0.04
C -3.559 -1.861 -1.004 0.02 0.06 -0.05
C -2.476 -2.770 -1.522 -0.01 0.37 -0.04
C -2.636 -4.141 -1.471 0.19 -0.21 -0.04
C -1.830 -4.997 -2.214 -0.06 -0.08 0.07
C -0.963 -4.396 -3.124 -0.08 -0.06 0.18
C -0.783 -3.031 -3.232 -0.05 0.20 -0.04
C -1.435 -2.165 -2.292 -0.44 -1.09 -0.17
O -1.199 -0.915 -2.178 -1.15 -0.43 -1.62
C 0.047 -2.452 -4.377 0.09 0.02 -0.26
C 0.243 -3.459 -5.525 -0.03 0.14 0.28
C -0.680 -1.235 -4.967 0.10 0.04 0.13
C 1.431 -2.031 -3.879 -0.24 -0.03 -0.08
C -1.914 -6.519 -2.163 -0.07 -0.18 -0.03
C -2.862 -7.029 -1.073 0.13 0.13 -0.22
C -2.415 -7.049 -3.517 0.06 0.02 0.21
C -0.522 -7.105 -1.878 -0.19 0.05 -0.04
C -0.318 -1.296 2.951 -0.05 -0.09 -0.03
C 1.088 -1.136 2.438 -0.17 -0.09 -0.26
C 2.108 -0.686 3.243 0.15 0.05 0.03
C 3.445 -0.887 2.897 0.04 0.00 0.06
C 3.679 -1.733 1.820 0.11 0.22 0.22
C 2.683 -2.238 0.996 -0.30 0.01 -0.16
C 1.349 -1.759 1.171 1.15 -0.67 1.51
O 0.385 -1.912 0.355 -0.11 -3.33 0.82
C 3.073 -3.312 -0.019 0.11 -0.25 -0.14
C 4.003 -2.708 -1.082 -0.14 -0.10 0.09
C 1.868 -3.951 -0.712 0.10 0.13 -0.02
C 3.802 -4.461 0.710 -0.06 0.23 -0.09
C 4.553 -0.223 3.708 0.13 -0.03 0.15
C 4.281 1.287 3.758 0.11 -0.21 0.00
C 5.941 -0.429 3.092 -0.27 0.02 0.09
C 4.588 -0.792 5.137 -0.01 0.10 -0.21
C -0.454 3.433 0.599 -0.43 0.68 0.08
O 0.207 2.343 0.623 0.16 0.01 0.20
C 0.094 4.728 0.889 0.07 -0.09 0.10
C -0.694 5.855 0.738 -0.20 0.03 -0.10
C 1.555 4.944 1.279 0.14 0.09 0.07
C 1.731 6.190 2.177 -0.05 -0.18 -0.11
C 2.128 3.743 2.030 0.15 -0.01 -0.13
C 2.359 5.146 -0.011 -0.05 -0.12 0.05
H -4.014 8.020 -1.452 -0.09 0.08 -0.01
H -4.313 6.295 -1.224 -0.11 -0.13 -0.07
H -2.825 6.825 -1.999 0.06 -0.01 -0.12
H -2.551 9.259 -0.088 -0.08 0.01 0.00
H -1.156 8.286 -0.569 0.13 0.04 -0.07
H -1.521 8.532 1.144 0.11 0.04 0.07
H -4.525 8.149 1.070 -0.07 0.07 0.00
H -3.409 7.391 2.219 0.03 -0.02 0.11
H -4.530 6.391 1.298 -0.11 -0.11 0.02
H -3.648 4.488 -0.082 -0.08 -0.03 0.01
H -1.839 1.300 -0.020 -0.92 0.62 0.18
H -3.298 2.146 -0.612 0.06 -0.09 -0.02
H -3.263 1.656 3.470 0.12 0.04 -0.12
H -2.134 2.819 2.770 0.00 -0.12 0.22
H -1.143 0.877 3.965 0.01 0.09 -0.06
H -0.456 1.317 2.383 0.07 0.11 0.12
H -3.427 -0.454 2.852 -0.04 0.00 0.13
H -2.607 -1.890 3.435 0.00 0.12 -0.05
H -3.992 -2.550 1.579 0.16 0.03 -0.06
H -2.277 -2.598 1.035 0.01 -0.15 0.11
H -5.395 -0.826 0.692 0.07 0.08 -0.14
H -4.742 0.162 -0.626 -0.02 -0.05 0.01
H -4.813 0.730 2.313 0.03 0.13 -0.10
H -5.288 1.674 0.911 -0.06 -0.22 0.04
H -3.731 -1.135 -1.806 -0.15 -0.05 0.08
H -4.481 -2.471 -0.871 0.09 0.10 -0.08
H -3.432 -4.540 -0.855 -0.09 -0.01 0.10
H -0.415 -5.042 -3.795 0.09 -0.03 -0.10
H -0.710 -3.883 -5.838 -0.09 -0.08 -0.06
H 0.910 -4.268 -5.233 0.06 -0.16 0.00
H 0.691 -2.955 -6.381 0.05 0.07 -0.03
H -1.662 -1.530 -5.337 -0.12 -0.01 -0.07
H -0.109 -0.806 -5.791 0.09 -0.02 -0.13
H -0.810 -0.485 -4.192 -0.07 0.09 -0.10
H 1.976 -2.895 -3.505 0.10 -0.08 0.08
H 1.337 -1.309 -3.075 0.10 0.02 0.01
H 2.006 -1.585 -4.693 0.10 0.07 -0.06
H -3.887 -6.720 -1.270 -0.14 0.05 0.04
H -2.562 -6.651 -0.100 -0.01 0.05 0.18
H -2.839 -8.121 -1.043 0.01 -0.04 -0.01
H -3.396 -6.633 -3.740 -0.11 0.04 -0.04
H -2.490 -8.138 -3.507 0.00 -0.14 -0.01
H -1.738 -6.758 -4.316 0.07 0.02 -0.14
H -0.151 -6.730 -0.927 0.09 0.04 0.12
H 0.185 -6.814 -2.650 0.14 0.02 -0.07
H -0.561 -8.196 -1.837 -0.01 -0.09 0.00
H -0.577 -2.338 2.735 0.00 0.01 0.09
H -0.311 -1.169 4.058 0.01 -0.04 -0.15
H 1.855 -0.194 4.179 -0.05 0.04 0.00
H 4.697 -2.036 1.615 0.11 0.04 -0.06
H 3.539 -1.823 -1.505 0.01 0.10 -0.13
H 4.199 -3.428 -1.880 0.02 -0.10 -0.07
H 4.958 -2.421 -0.644 0.13 0.10 0.05
H 1.283 -3.212 -1.243 -0.09 -0.10 -0.11
H 1.215 -4.418 0.021 -0.17 -0.03 0.04
H 2.208 -4.721 -1.409 0.08 -0.06 -0.06
H 4.709 -4.121 1.206 0.12 0.02 0.07
H 4.074 -5.243 0.000 0.03 -0.06 -0.11
H 3.146 -4.896 1.462 -0.05 -0.05 0.10
H 4.246 1.683 2.746 -0.02 0.12 -0.10
H 5.063 1.806 4.316 0.08 0.05 0.06
H 3.325 1.500 4.227 -0.12 0.07 0.05
H 5.952 -0.074 2.065 0.08 0.01 -0.17
H 6.227 -1.479 3.111 0.06 -0.13 -0.07
H 6.685 0.132 3.661 0.04 0.04 0.05
H 3.627 -0.664 5.626 -0.12 0.00 0.10
H 5.351 -0.289 5.733 0.07 0.07 0.09
H 4.819 -1.856 5.109 -0.01 -0.12 0.02
H -0.228 6.809 0.918 0.08 0.15 0.02
H 0.970 6.225 2.958 -0.04 0.01 0.06
H 1.683 7.115 1.601 -0.07 0.11 -0.01
H 2.709 6.165 2.659 0.09 -0.05 -0.04
H 1.515 3.503 2.898 -0.04 -0.10 0.12
H 3.144 3.959 2.366 0.11 0.11 0.07
H 2.152 2.882 1.370 0.00 -0.09 0.18
H 1.889 5.909 -0.631 0.00 0.17 -0.04
H 2.388 4.212 -0.569 0.02 0.15 -0.03
H 3.383 5.450 0.217 0.16 0.02 0.01
C 2.712 1.370 -3.744 -0.45 -0.02 1.13
S 2.061 1.434 -2.026 3.05 2.01 -3.40
O 2.912 2.399 -1.374 -0.07 -0.19 0.15
O 0.668 1.803 -2.201 0.25 1.22 -1.05
O 2.213 0.078 -1.501 2.75 -0.28 -0.90
H 2.807 2.402 -4.059 0.01 0.17 -0.09
H 2.009 0.835 -4.367 -0.11 -0.15 -0.12
H 3.677 0.882 -3.718 0.19 -0.10 -0.02